# 1
Computed, not measured: a 2-piece molecular cluster, C3H8N2O2 overall, with wB97M-V/def2-TZVPD.

Last column: Löwdin charge in e.
Positions of all 15 atoms, in Å:
C (-0.67970, -0.99004, -0.79540)  -0.099
N (0.50362, -0.70859, -0.43233)  0.039
C (0.90651, 0.70806, -0.59713)  -0.529
N (2.24186, 0.96652, -0.11373)  0.061
O (0.00932, 1.64021, -0.08068)  -0.013
H (-0.99618, -2.03471, -0.79524)  0.085
H (-1.42212, -0.24170, -1.10215)  0.106
H (0.93560, 0.80357, -1.68923)  0.139
H (2.23617, 1.26725, 0.85369)  0.071
H (2.81349, 0.13256, -0.20206)  0.068
H (-0.57972, 1.28765, 0.61669)  0.038
C (-1.51174, -0.66662, 1.53697)  -0.142
O (-1.86390, 0.48520, 1.40215)  -0.021
H (-0.50165, -0.95549, 1.86114)  0.098
H (-2.20710, -1.49507, 1.32685)  0.098

Properties
**Orbital gap**: 9.53 eV
**Relative energy (zero: lowest compared OMol25 entry of this formula, charge and spin)**: 305.1 kJ/mol
**E_HOMO**: -9.5 eV

# 2
Computed, not measured: a 10-piece molecular cluster, C40H75N5O10S5 overall in a non-equilibrium geometry, with wB97M-V/def2-TZVPD.

Last column: Löwdin charge in e.
Positions of all 135 atoms, in Å:
O (-0.51944, -3.61952, 1.31214)  -0.353
S (-1.04305, -4.31287, 2.50059)  0.723
O (-1.93287, -5.48285, 2.31841)  -0.355
C (0.31696, -4.67548, 3.68833)  -0.190
C (0.18605, -3.61607, 4.81019)  -0.222
C (-1.30478, -3.41049, 5.02527)  -0.227
C (-1.85236, -3.15303, 3.64015)  -0.225
H (1.30775, -4.73052, 3.21022)  0.102
H (-0.02153, -5.64427, 4.14082)  0.115
H (0.64183, -3.98699, 5.71103)  0.110
H (0.56987, -2.57763, 4.58682)  0.104
H (-1.50259, -2.60156, 5.72492)  0.096
H (-1.82567, -4.32967, 5.35012)  0.126
H (-1.53454, -2.17080, 3.18496)  0.086
H (-2.86249, -3.31657, 3.41815)  0.084
O (4.38277, -0.74516, 1.17815)  -0.340
S (3.57688, -1.56272, 2.10750)  0.679
O (3.09260, -2.81097, 1.58331)  -0.315
C (4.49206, -1.71036, 3.65332)  -0.218
C (3.51491, -1.32718, 4.75146)  -0.188
C (2.80159, -0.06902, 4.17557)  -0.183
C (2.28745, -0.63432, 2.83895)  -0.246
H (5.26369, -0.97410, 3.48245)  0.102
H (4.88220, -2.68101, 3.81458)  0.095
H (2.74801, -2.10822, 4.85122)  0.099
H (4.02606, -1.06879, 5.74192)  0.147
H (3.46311, 0.74169, 3.97905)  0.111
H (1.95113, 0.24497, 4.72774)  0.078
H (1.88835, 0.03563, 2.04949)  0.115
H (1.46893, -1.33641, 3.05137)  0.091
O (-2.40263, 4.32595, -4.81046)  -0.320
S (-1.26129, 4.73159, -4.02456)  0.662
O (0.05516, 4.46645, -4.56026)  -0.345
C (-1.35849, 6.51013, -3.62508)  -0.218
C (-1.92224, 6.59744, -2.19652)  -0.202
C (-1.17477, 5.43512, -1.43387)  -0.191
C (-1.30969, 4.14124, -2.32393)  -0.225
H (-2.08551, 6.85425, -4.38859)  0.104
H (-0.38215, 6.98697, -3.75286)  0.105
H (-1.84697, 7.50661, -1.61347)  0.109
H (-2.95284, 6.35531, -2.20642)  0.095
H (-1.58183, 5.22135, -0.45757)  0.098
H (-0.06741, 5.73065, -1.33866)  0.134
H (-2.31207, 3.66500, -2.09257)  0.122
H (-0.56462, 3.34966, -2.24725)  0.061
O (2.44552, -2.62377, -4.96000)  -0.301
S (3.29856, -1.87778, -4.09176)  0.659
O (3.63494, -0.49111, -4.42453)  -0.324
C (2.67826, -1.82287, -2.49167)  -0.240
C (3.74890, -2.49346, -1.59082)  -0.192
C (5.10781, -2.60715, -2.33761)  -0.177
C (4.79810, -2.72912, -3.81845)  -0.235
H (1.77259, -2.41864, -2.26642)  0.109
H (2.43645, -0.77773, -2.26787)  0.068
H (3.80299, -2.00791, -0.60826)  0.063
H (3.39835, -3.45987, -1.30000)  0.102
H (5.71620, -3.36814, -1.87790)  0.107
H (5.70868, -1.63859, -2.19030)  0.135
H (4.65592, -3.71448, -4.21320)  0.103
H (5.51594, -2.25356, -4.43065)  0.093
O (-0.84033, 1.60263, 0.43859)  -0.355
S (-1.17416, 0.18019, 0.63327)  0.642
O (-1.20690, -0.28502, 1.99416)  -0.345
C (-2.70735, -0.13152, -0.22066)  -0.223
C (-2.23117, -0.45914, -1.67592)  -0.203
C (-1.08645, -1.46046, -1.46222)  -0.181
C (-0.08147, -0.80943, -0.38643)  -0.211
H (-3.33116, 0.81672, -0.13037)  0.128
H (-3.24014, -1.02223, 0.15917)  0.094
H (-3.12957, -0.88706, -2.25597)  0.143
H (-1.86339, 0.39923, -2.13910)  0.064
H (-0.54720, -1.77338, -2.34994)  0.101
H (-1.47967, -2.32854, -0.90889)  0.092
H (0.67770, -0.09575, -0.81060)  0.080
H (0.32878, -1.60553, 0.24100)  0.070
C (0.84585, 4.40499, 4.39332)  -0.148
C (0.77500, 2.94322, 4.24728)  -0.290
C (-0.64890, 2.45541, 4.45899)  -0.174
C (-0.83000, 1.06886, 4.89561)  -0.210
N (-1.12526, 0.04292, 5.33012)  0.168
H (1.88922, 4.81881, 4.34488)  0.085
H (0.37556, 4.77962, 5.36999)  0.106
H (0.46244, 4.93555, 3.56262)  0.045
H (1.49408, 2.52152, 4.94973)  0.103
H (1.05956, 2.62958, 3.25954)  0.092
H (-1.16982, 2.62907, 3.54228)  0.112
H (-1.21308, 3.05370, 5.20983)  0.134
C (-1.50817, -5.87150, -1.73403)  -0.080
C (-2.93405, -5.24677, -1.84618)  -0.220
C (-3.53719, -4.84310, -0.48165)  -0.203
C (-4.53409, -3.85298, -0.59654)  -0.253
N (-5.34575, -3.02654, -0.69401)  0.152
H (-1.41457, -6.76152, -2.31552)  0.056
H (-1.33213, -6.08019, -0.69343)  0.051
H (-0.68458, -5.16113, -1.98721)  0.080
H (-3.59510, -5.90358, -2.39756)  0.100
H (-2.86750, -4.34441, -2.51165)  0.112
H (-2.79033, -4.53501, 0.22213)  0.065
H (-4.08977, -5.72379, -0.01211)  0.159
C (2.92810, 3.78983, -5.39661)  -0.101
C (3.09037, 2.26803, -5.65740)  -0.241
C (1.78390, 1.51577, -5.56037)  -0.188
C (1.19136, 1.45879, -4.20878)  -0.176
N (0.72131, 1.22633, -3.17314)  0.185
H (3.85094, 4.35432, -5.69769)  0.085
H (2.66250, 3.97236, -4.37084)  0.041
H (2.07490, 4.23995, -5.91787)  0.058
H (3.84858, 1.84752, -5.04751)  0.066
H (3.39818, 2.10244, -6.71711)  0.123
H (1.89490, 0.48449, -5.83241)  0.096
H (0.99606, 1.92770, -6.19399)  0.129
C (4.62477, 1.42835, -1.52839)  -0.090
C (4.32362, 2.45446, -0.43585)  -0.244
C (2.92476, 3.03319, -0.62505)  -0.198
C (2.54518, 3.85725, 0.49238)  -0.219
N (2.33633, 4.51407, 1.40900)  0.171
H (3.82828, 0.73229, -1.47047)  0.040
H (5.62716, 1.05429, -1.42869)  0.076
H (4.59603, 1.71976, -2.56876)  0.066
H (5.01708, 3.30757, -0.42918)  0.119
H (4.38428, 1.90846, 0.52202)  0.102
H (2.19863, 2.21330, -0.82652)  0.112
H (3.05556, 3.62832, -1.54060)  0.125
C (-8.01521, -0.05906, 2.62711)  -0.120
C (-8.18601, -0.79251, 1.32976)  -0.267
C (-7.45542, -0.03272, 0.26297)  -0.209
C (-8.05491, 1.32883, 0.10232)  -0.233
N (-8.68808, 2.27778, 0.13269)  0.138
H (-8.64263, -0.54454, 3.37921)  0.072
H (-8.36006, 0.98764, 2.70812)  0.085
H (-7.07192, -0.19507, 3.10448)  0.065
H (-9.20094, -0.91433, 1.00424)  0.107
H (-7.73942, -1.81257, 1.35551)  0.121
H (-7.43940, -0.38807, -0.74271)  0.099
H (-6.43250, 0.07310, 0.63089)  0.109

Properties
**Orbital gap**: 10.50 eV
**Relative energy (zero: lowest compared OMol25 entry of this formula, charge and spin)**: 0.0 kJ/mol
**E_HOMO**: -10.3 eV

# 3
Computed, not measured: C6H8BCl2CrF6NO18S2 as an isolated structure in a non-equilibrium geometry, with wB97M-V/def2-TZVPD.

Last column: Löwdin spin population.
Positions of all 45 atoms, in Å:
Cr (20.56058, -1.90069, -9.48277)  2.840
Cl (21.81210, -5.08933, -10.71509)  0.001
O (21.46727, -3.78779, -10.12245)  0.018
O (21.93549, -6.02885, -9.65218)  0.000
O (20.72025, -5.40970, -11.60662)  0.001
O (23.00893, -4.95685, -11.47771)  0.002
Cl (17.65919, 0.05788, -9.05564)  0.001
O (17.57266, 0.83600, -10.24930)  0.003
O (17.46530, 0.84482, -7.88394)  -0.003
O (16.74187, -1.04337, -9.09747)  0.003
O (19.02779, -0.50043, -8.98415)  0.025
N (21.72031, -1.80350, -7.93001)  0.012
S (21.40452, -0.91814, -6.44479)  0.006
O (21.30019, 0.47097, -6.67257)  0.005
O (21.82203, -1.48781, -5.21015)  -0.001
F (19.86035, -1.29841, -6.40134)  0.001
S (23.09889, -2.42544, -7.33818)  0.004
O (22.98942, -3.67795, -6.67211)  0.003
O (24.09461, -1.48303, -6.98675)  -0.001
F (23.64716, -2.93416, -8.73933)  0.000
B (21.80494, 0.00517, -10.79797)  0.003
F (20.50671, -0.48761, -11.16333)  0.039
F (22.55027, 0.60948, -11.74894)  0.001
F (21.57430, 0.78845, -9.67549)  0.006
F (22.34605, -1.24851, -10.35904)  0.012
C (17.85816, -5.05231, -12.96485)  0.000
C (17.25269, -5.50527, -11.62632)  0.000
O (17.86914, -4.61860, -10.71618)  0.001
C (18.43626, -3.59899, -11.36232)  0.003
O (19.09253, -2.74273, -10.86126)  0.011
O (18.31635, -3.72907, -12.67735)  0.001
H (17.21046, -5.10777, -13.84125)  0.000
H (18.75802, -5.54566, -13.34368)  0.000
H (17.54360, -6.55166, -11.53156)  0.000
H (16.16443, -5.48747, -11.62565)  0.000
C (19.22708, -6.01188, -6.44414)  0.000
C (20.34454, -5.17871, -5.83911)  0.000
O (19.99100, -3.87531, -6.27189)  0.001
C (19.34142, -4.02342, -7.43687)  0.001
O (19.29277, -3.17425, -8.28772)  -0.003
O (18.85252, -5.25394, -7.57875)  0.000
H (18.39845, -6.18813, -5.75532)  0.000
H (19.62666, -7.01592, -6.60010)  0.000
H (21.36041, -5.47858, -6.10162)  0.000
H (20.36856, -5.35945, -4.76124)  0.000

Properties
**Orbital gap (spin up / spin down)**: 7.16 / 8.50 eV
**Relative energy (zero: lowest compared OMol25 entry of this formula, charge and spin)**: 0.0 kJ/mol
**E_HOMO (spin up / spin down)**: -7.6 / -7.6 eV
**Net charge**: -1
**2S+1**: 4

# 4
Computed, not measured: a 2-piece molecular cluster, C6H3F6N3 overall in a non-equilibrium geometry, with wB97M-V/def2-TZVPD.

Last column: Löwdin charge in e.
Positions of all 18 atoms, in Å:
C (1.57333, -1.05105, 2.00772)  -0.252
C (-1.70931, -0.11110, -0.82661)  0.131
C (0.21225, -0.97511, 1.73602)  -0.170
C (-0.39490, 0.24880, -0.85354)  -0.100
C (0.09279, 1.60490, -0.33594)  -0.643
C (0.57854, -0.48146, -1.72311)  -0.622
N (2.68465, -1.18072, 1.90417)  0.174
N (-1.11122, 0.66175, 2.90434)  0.281
N (-0.50307, -0.06620, 2.30931)  -0.087
F (1.11657, 1.48278, 0.49582)  0.164
F (0.55538, 2.30264, -1.36940)  0.169
F (-0.89010, 2.35170, 0.12455)  0.167
F (0.51916, -0.10438, -2.94869)  0.210
F (1.90635, -0.44600, -1.35355)  0.127
F (0.31671, -1.80790, -1.78017)  0.122
H (-2.40575, 0.28632, -0.09121)  0.076
H (-2.18049, -1.02091, -1.38928)  0.132
H (-0.36087, -1.69404, 1.18957)  0.121

Properties
**Orbital gap**: 9.06 eV
**Relative energy (zero: lowest compared OMol25 entry of this formula, charge and spin)**: 10.8 kJ/mol
**E_HOMO**: -9.4 eV

# 5
Computed, not measured: C5H6O2 as an isolated structure in a non-equilibrium geometry, with wB97M-V/def2-TZVPD.

Last column: Löwdin charge in e.
Positions of all 13 atoms, in Å:
C (0.62373, 0.61823, 1.21323)  -0.103
O (0.65199, -0.81723, 1.16424)  -0.061
C (0.21875, -1.21058, -0.11045)  -0.207
C (-1.09856, -0.65130, -0.62786)  -0.162
O (-1.48290, 0.49974, 0.11586)  -0.020
C (-0.12879, 0.99263, -0.06019)  -0.216
C (0.21674, -0.09457, -1.07592)  -0.087
H (1.63898, 1.03585, 1.22688)  0.126
H (0.11486, 0.89605, 2.14562)  0.134
H (0.54675, -2.19320, -0.42350)  0.155
H (-1.87259, -1.18862, -1.16229)  0.147
H (-0.03832, 1.95434, -0.54999)  0.153
H (0.68855, 0.02350, -2.04517)  0.142

Properties
**Orbital gap**: 9.84 eV
**Relative energy (zero: lowest compared OMol25 entry of this formula, charge and spin)**: 286.6 kJ/mol
**E_HOMO**: -8.8 eV